Entry 1:
{"formula": "C21H23BN9PdS2", "method": "wB97M-V/def2-TZVPD", "elements": ["Pd", "C", "N", "C", "C", "N", "B", "N", "C", "C", "N", "C", "C", "S", "C", "S", "H", "H", "H", "H", "H", "H", "H", "H", "H", "H", "H", "H", "N", "C", "C", "C", "C", "C", "C", "C", "N", "C", "C", "N", "C", "H", "H", "H", "H", "H", "H", "H", "N", "C", "C", "C", "N", "H", "H", "H", "H"], "positions_angstrom": [[1.1924, -0.8077, 0.1973], [0.8063, 0.8262, -2.2262], [1.8058, 1.7262, -1.7113], [2.8602, 2.2512, -2.4306], [3.7154, 2.7803, -1.5321], [3.2023, 2.5965, -0.2700], [4.0479, 2.7761, 1.0323], [3.9491, 1.4677, 1.8879], [3.7453, 1.5000, 3.2491], [3.4325, 0.2596, 3.6782], [3.4634, -0.5576, 2.5662], [2.8668, -1.8623, 2.4321], [3.7904, 0.1939, 1.4711], [3.9726, -0.4917, -0.0737], [2.0180, 1.9613, -0.3851], [0.8962, 1.5933, 0.8489], [1.1132, 0.4878, -3.2148], [-0.1714, 1.3119, -2.2812], [0.7372, -0.0627, -1.5240], [2.9111, 2.1543, -3.5007], [4.6686, 3.2572, -1.6744], [5.1935, 2.9722, 0.7011], [3.5983, 3.6777, 1.6978], [3.8024, 2.4274, 3.7907], [3.1927, -0.1197, 4.6559], [2.6594, -2.2798, 3.4170], [3.5269, -2.5212, 1.8707], [1.9179, -1.7361, 1.8375], [-8.3498, 3.0518, -3.1725], [-7.4901, 2.5385, -2.5998], [-6.4354, 1.8963, -1.9021], [-5.0917, 2.1892, -2.1936], [-4.0780, 1.5387, -1.5326], [-4.3715, 0.5737, -0.5579], [-5.7088, 0.2854, -0.2529], [-6.7221, 0.9385, -0.9130], [-3.3309, -0.1169, 0.0650], [-3.2925, -0.5782, 1.3661], [-2.0790, -1.1753, 1.5195], [-1.3678, -1.1142, 0.3443], [-2.1482, -0.4924, -0.5129], [-4.8644, 2.9496, -2.9288], [-3.0424, 1.7801, -1.7366], [-5.9390, -0.4683, 0.4888], [-7.7557, 0.7187, -0.6806], [-4.0973, -0.4155, 2.0615], [-1.6523, -1.6013, 2.4127], [-1.9091, -0.2906, -1.5431], [0.2529, -3.4922, -0.1847], [0.4804, -4.7675, 0.1809], [1.7786, -5.0550, -0.1772], [2.2609, -3.8651, -0.7526], [1.3262, -2.9249, -0.7514], [-0.5469, -2.8809, -0.0165], [-0.2773, -5.3670, 0.6576], [2.2997, -5.9875, -0.0416], [3.2370, -3.6496, -1.1555]], "nbo_charge": [0.03, -0.41, -0.39, -0.11, -0.03, -0.53, 0.22, -0.53, -0.05, -0.10, -0.39, -0.41, 0.30, -0.39, 0.31, -0.37, 0.20, 0.18, 0.22, 0.21, 0.22, -0.07, -0.06, 0.22, 0.20, 0.19, 0.22, 0.21, -0.32, 0.28, -0.21, -0.13, -0.26, 0.28, -0.25, -0.15, -0.39, -0.10, -0.07, -0.47, 0.19, 0.23, 0.24, 0.22, 0.23, 0.21, 0.22, 0.21, -0.35, -0.07, -0.36, -0.05, -0.27, 0.44, 0.21, 0.22, 0.22], "charge": -1, "e_above_lowest_kj_mol": 168.8}

---

Entry 2:
{"formula": "C21H23BiClN2P", "method": "wB97M-V/def2-TZVPD", "elements": ["Bi", "Cl", "P", "C", "C", "C", "C", "C", "C", "C", "C", "C", "C", "C", "C", "C", "C", "C", "C", "C", "C", "H", "H", "H", "H", "H", "H", "H", "H", "H", "H", "H", "H", "H", "H", "H", "H", "H", "C", "N", "C", "C", "N", "H", "H", "H", "H", "H", "H"], "positions_angstrom": [[-0.0281, 1.4262, 1.6165], [0.1944, -0.6373, 3.0276], [-0.7624, -0.2856, -0.3851], [0.5977, -0.3415, -1.5971], [0.5752, 0.3464, -2.8179], [1.6665, 0.2563, -3.6844], [2.7918, -0.4926, -3.3389], [2.8200, -1.1719, -2.1169], [1.7350, -1.1007, -1.2509], [-1.3537, -2.0186, -0.3222], [-2.3132, -2.3548, 0.6566], [-2.8466, -3.6415, 0.7012], [-2.4308, -4.6097, -0.2216], [-1.5011, -4.2766, -1.2093], [-0.9705, -2.9843, -1.2689], [-2.1808, 0.6725, -1.0587], [-2.6278, 1.8261, -0.3893], [-3.6976, 2.5620, -0.8899], [-4.4170, 2.0986, -1.9972], [-4.0128, 0.9138, -2.6276], [-2.8992, 0.1990, -2.1669], [-2.6331, -1.5980, 1.3764], [-3.6002, -3.8849, 1.4503], [-2.8467, -5.6181, -0.1880], [-1.1769, -5.0130, -1.9445], [-0.2711, -2.7192, -2.0631], [-0.2990, 0.9371, -3.0865], [1.6363, 0.7827, -4.6368], [3.6386, -0.5599, -4.0238], [3.6930, -1.7612, -1.8356], [1.7606, -1.6277, -0.2938], [-2.1627, 2.1672, 0.5568], [-3.9942, 3.4925, -0.3997], [-5.2935, 2.6463, -2.3633], [-4.5696, 0.5369, -3.4839], [-2.5978, -0.7313, -2.6591], [0.9669, 2.0539, -0.0317], [0.1950, 2.4399, -0.1127], [4.6261, 1.2194, 4.2533], [3.5348, 2.0678, 3.7433], [2.8798, 2.9541, 4.7323], [2.9085, 1.7365, 2.6624], [2.3687, 1.4878, 1.6223], [5.1400, 1.7946, 5.0273], [5.3038, 1.0017, 3.4197], [4.2411, 0.2849, 4.6857], [2.5258, 3.8639, 4.2226], [2.0410, 2.4487, 5.2410], [3.6455, 3.2115, 5.4701]], "nbo_charge": [1.33, -0.47, 1.03, -0.45, -0.14, -0.20, -0.16, -0.20, -0.20, -0.30, -0.21, -0.18, -0.15, -0.20, -0.21, -0.31, -0.24, -0.18, -0.15, -0.17, -0.21, 0.22, 0.24, 0.25, 0.25, 0.24, 0.22, 0.24, 0.25, 0.24, 0.23, 0.16, 0.24, 0.25, 0.25, 0.24, 0.10, 0.07, -0.40, -0.42, -0.41, 0.69, -0.62, 0.24, 0.24, 0.23, 0.23, 0.22, 0.25], "charge": 2}

---

Entry 3:
{"formula": "C21H23Br31NO4", "method": "wB97M-V/def2-TZVPD", "elements": ["C", "C", "C", "O", "N", "C", "C", "C", "C", "O", "O", "C", "C", "C", "O", "Br", "C", "H", "H", "H", "H", "H", "H", "H", "H", "H", "H", "H", "H", "H", "C", "Br", "Br", "Br", "H", "C", "Br", "Br", "Br", "H", "C", "Br", "Br", "Br", "H", "C", "Br", "Br", "Br", "H", "C", "Br", "Br", "Br", "H", "C", "Br", "Br", "Br", "H", "C", "Br", "Br", "Br", "H", "C", "Br", "Br", "Br", "H", "C", "Br", "Br", "Br", "H", "C", "Br", "Br", "Br", "H"], "positions_angstrom": [[6.9513, -6.2216, 1.7202], [7.8109, -4.9440, 1.7077], [7.3571, -3.9024, 0.6943], [6.4881, -2.8699, 1.2457], [5.3385, -3.3905, 1.7667], [5.2347, -3.4550, 3.0987], [4.1205, -4.0025, 3.6747], [3.0990, -4.4948, 2.8592], [1.9425, -5.1210, 3.6130], [1.7149, -4.7401, 4.7184], [1.2211, -6.1063, 3.0188], [3.2098, -4.3704, 1.4725], [2.1524, -4.8324, 0.5001], [2.7773, -5.6654, -0.6008], [2.9601, -5.2842, -1.7003], [3.2886, -7.4356, -0.0063], [4.3663, -3.7927, 0.9576], [7.2582, -6.8818, 0.9098], [5.8862, -6.0044, 1.6245], [7.0897, -6.7663, 2.6535], [8.8525, -5.2136, 1.5395], [7.7817, -4.5270, 2.7189], [6.8580, -4.3921, -0.1451], [8.2149, -3.3399, 0.3366], [6.0555, -3.0642, 3.6804], [4.0628, -4.0508, 4.7515], [1.6183, -6.9742, 3.1867], [1.6532, -3.9747, 0.0467], [1.3829, -5.4273, 0.9792], [4.5083, -3.7055, -0.1094], [3.0524, 0.0107, -1.1032], [2.8716, -1.5566, 0.0386], [1.8750, -0.0983, -2.6076], [2.8208, 1.6262, -0.1006], [4.0645, 0.0065, -1.4813], [-1.1651, -2.6797, 4.9750], [-2.5155, -2.3577, 3.6450], [0.3717, -1.5463, 4.6884], [-1.8576, -2.4914, 6.7529], [-0.8277, -3.7009, 4.8683], [-2.8488, 0.9051, 1.4141], [-3.1130, 2.4774, 0.3498], [-4.4462, -0.1656, 1.5172], [-1.3445, -0.1248, 0.8082], [-2.6240, 1.2251, 2.4218], [-5.4186, 6.1429, -0.3989], [-6.2851, 7.7339, -1.0375], [-3.7190, 5.8558, -1.2663], [-5.2463, 6.1497, 1.5136], [-6.0479, 5.3060, -0.6651], [-0.7526, 7.9592, -2.5973], [-1.1387, 9.7381, -3.2052], [-0.4682, 6.7540, -4.0702], [0.7290, 7.9424, -1.3678], [-1.6209, 7.6048, -2.0593], [-6.9765, -0.7516, -1.4097], [-6.8052, 0.9308, -2.3251], [-8.7996, -1.3506, -1.3518], [-5.8111, -2.0925, -2.1530], [-6.6604, -0.5865, -0.3903], [-9.8107, 8.6052, 0.5958], [-9.9400, 7.0526, 1.7226], [-11.0404, 8.5156, -0.8786], [-10.0177, 10.2297, 1.6005], [-8.8135, 8.6098, 0.1809], [-2.1919, 9.1913, 1.2594], [-3.4778, 9.5353, -0.1263], [-0.6108, 10.2648, 1.0639], [-2.9700, 9.3637, 3.0091], [-1.8837, 8.1604, 1.1480], [-4.5110, 0.1715, -5.9116], [-5.1746, 1.8887, -6.4616], [-4.0580, -0.9353, -7.4153], [-3.0333, 0.3409, -4.6901], [-5.3079, -0.3247, -5.3752], [2.5262, -0.8362, -6.7488], [0.8003, -0.7084, -5.9071], [3.3831, -2.5110, -6.3403], [2.4115, -0.5342, -8.6387], [3.1433, -0.0530, -6.3330]], "lowdin_charge": [-0.09, -0.20, -0.13, -0.01, -0.06, 0.05, 0.08, -0.01, -0.43, 0.16, 0.10, -0.17, -0.15, -0.80, 0.09, 0.78, -0.10, 0.08, 0.04, 0.08, 0.12, 0.11, 0.13, 0.14, 0.16, 0.15, 0.14, 0.09, 0.11, 0.13, -1.59, 0.76, 0.60, 0.62, -0.02, -1.64, 0.56, 0.56, 0.61, -0.05, -1.63, 0.58, 0.58, 0.53, -0.02, -1.60, 0.59, 0.57, 0.58, -0.03, -1.66, 0.58, 0.57, 0.55, -0.12, -1.66, 0.57, 0.59, 0.56, -0.09, -1.67, 0.56, 0.57, 0.58, -0.10, -1.63, 0.55, 0.56, 0.58, -0.04, -1.66, 0.58, 0.58, 0.53, -0.05, -1.65, 0.53, 0.56, 0.60, -0.03], "charge": 1}

---

Entry 4:
{"formula": "C21H23CaN7O4S", "method": "wB97M-V/def2-TZVPD", "elements": ["Ca", "O", "C", "N", "C", "O", "C", "C", "C", "C", "C", "N", "C", "C", "C", "C", "C", "N", "H", "H", "H", "H", "H", "H", "H", "H", "S", "C", "N", "O", "C", "C", "C", "C", "O", "N", "H", "H", "H", "H", "N", "C", "C", "N", "C", "C", "H", "H", "H", "H", "H", "H", "H", "H", "H", "H", "H"], "positions_angstrom": [[-0.7444, -0.9101, -0.3134], [-1.8814, -3.7720, 2.2955], [-1.7711, -2.6481, 1.8574], [-2.2957, -2.0632, 0.7455], [-3.1767, -2.6704, -0.1110], [-3.8228, -3.6835, 0.0351], [-3.3452, -1.8594, -1.4164], [-3.9536, -2.4720, -2.5001], [-4.1032, -1.7547, -3.6727], [-3.6556, -0.4445, -3.7210], [-3.0552, 0.0867, -2.5962], [-2.8909, -0.5959, -1.4600], [-0.8939, -1.6481, 2.6537], [-0.3262, -2.0861, 3.8439], [0.3903, -1.1920, 4.6139], [0.5153, 0.1198, 4.1760], [-0.0613, 0.4613, 2.9690], [-0.7423, -0.3943, 2.2021], [-4.2898, -3.4931, -2.3903], [-4.5525, -2.2127, -4.5441], [-3.7310, 0.1463, -4.6222], [-2.6415, 1.0886, -2.6105], [-0.4846, -3.1174, 4.1275], [0.8382, -1.5045, 5.5487], [1.0521, 0.8606, 4.7519], [0.0435, 1.4702, 2.5841], [0.0970, -0.1061, -5.1439], [0.0116, -0.5687, -3.5697], [-0.0229, -0.8230, -2.4274], [3.0912, 1.3091, 1.1076], [2.7809, 0.0993, 1.0880], [3.5929, -0.9538, 1.8134], [2.8833, -2.2498, 1.4446], [1.7071, -1.7574, 0.6361], [0.8093, -2.4765, 0.1987], [1.7123, -0.3951, 0.4493], [3.5566, -0.7334, 2.8814], [4.6347, -0.8973, 1.5013], [2.5171, -2.8252, 2.2938], [3.4790, -2.9211, 0.8265], [2.2015, 3.2505, -0.3085], [0.8762, 3.6488, 0.2515], [-0.1820, 2.6420, -0.1943], [-0.2353, 2.4551, -1.6329], [1.0742, 2.0915, -2.1690], [2.1630, 3.0878, -1.7967], [2.5507, 2.3257, 0.1889], [2.9005, 3.9481, -0.0569], [0.6407, 4.6486, -0.1214], [0.9757, 3.6917, 1.3367], [-1.1608, 2.9381, 0.1829], [0.0669, 1.6744, 0.2396], [-0.6121, 3.2750, -2.0961], [1.0111, 1.9862, -3.2523], [1.3354, 1.1061, -1.7792], [1.9759, 4.0739, -2.2275], [3.1477, 2.7439, -2.1107]], "nbo_charge": [1.77, -0.58, 0.64, -0.87, 0.64, -0.57, 0.11, -0.21, -0.15, -0.24, 0.05, -0.53, 0.13, -0.23, -0.16, -0.27, 0.04, -0.51, 0.25, 0.22, 0.23, 0.20, 0.26, 0.22, 0.22, 0.18, -0.31, 0.18, -0.79, -0.72, 0.70, -0.52, -0.51, 0.69, -0.68, -0.73, 0.24, 0.24, 0.25, 0.25, -0.55, -0.24, -0.25, -0.61, -0.28, -0.24, 0.47, 0.41, 0.20, 0.22, 0.23, 0.20, 0.36, 0.26, 0.24, 0.20, 0.23], "charge": 0, "e_above_lowest_kj_mol": 0.0}

---

Number 1: calculated total energy -2256.0398 Eh, largest force on an atom 1.23 eV Å⁻¹. Number 2: calculated total energy -1939.0413 Eh, largest force on an atom 4.57 eV Å⁻¹. Number 3: calculated total energy -80963.7406 Eh, largest force on an atom 0.92 eV Å⁻¹. Number 4: calculated total energy -2574.2947 Eh, largest force on an atom 1.43 eV Å⁻¹.